Record 1
{
  "formula": "C34H33ClI3N6O11RbS",
  "method": "wB97M-V/def2-TZVPD",
  "symbols": ["Rb", "O", "C", "O", "C", "O", "C", "C", "O", "O", "H", "H", "H", "H", "H", "I", "C", "C", "C", "I", "C", "O", "C", "C", "N", "C", "C", "C", "C", "C", "C", "N", "C", "H", "H", "H", "H", "H", "H", "H", "H", "H", "H", "H", "Cl", "C", "C", "C", "I", "C", "O", "C", "N", "C", "C", "C", "C", "H", "H", "H", "H", "C", "C", "S", "O", "O", "C", "C", "N", "C", "N", "C", "C", "N", "O", "O", "C", "H", "H", "H", "H", "H", "H", "H", "H", "H", "H", "H", "H", "H"],
  "xyz": [[-2.18, 0.73, -0.97], [-0.24, 1.04, -5.37], [-0.92, 0.38, -4.42], [-0.38, -0.26, -3.55], [-2.41, 0.52, -4.61], [-3.07, -0.23, -3.65], [-4.49, -0.22, -3.82], [-5.14, -0.84, -2.55], [-5.87, -1.83, -2.75], [-4.85, -0.25, -1.48], [0.68, 1.07, -5.06], [-2.65, 0.20, -5.64], [-2.63, 1.59, -4.53], [-4.75, -0.80, -4.71], [-4.84, 0.82, -3.93], [1.18, 8.22, -1.25], [0.57, 6.27, -1.75], [-0.73, 6.05, -2.18], [-1.11, 4.77, -2.51], [-3.08, 4.39, -3.12], [-0.25, 3.63, -2.42], [-0.60, 2.45, -2.70], [1.08, 3.93, -1.97], [2.05, 2.78, -1.89], [1.71, 1.67, -1.01], [1.32, 2.08, 0.33], [0.99, 0.91, 1.22], [1.19, 1.03, 2.59], [0.79, 0.01, 3.43], [0.20, -1.11, 2.86], [0.07, -1.16, 1.49], [0.46, -0.18, 0.66], [1.46, 5.22, -1.64], [-1.44, 6.87, -2.26], [3.03, 3.18, -1.58], [2.18, 2.35, -2.89], [0.93, 1.16, -1.42], [0.45, 2.76, 0.33], [2.13, 2.66, 0.78], [1.62, 1.94, 3.00], [0.90, 0.09, 4.50], [-0.17, -1.93, 3.47], [-0.41, -2.01, 1.02], [2.47, 5.40, -1.29], [-5.24, -1.42, 5.92], [-4.21, -0.66, 4.72], [-3.51, 0.47, 5.05], [-2.70, 1.11, 4.11], [-1.70, 2.86, 4.66], [-2.54, 0.67, 2.78], [-1.88, 1.28, 1.90], [-3.24, -0.60, 2.49], [-3.04, -1.11, 1.25], [-3.71, -2.17, 0.87], [-4.63, -2.83, 1.71], [-4.80, -2.36, 2.98], [-4.10, -1.22, 3.42], [-3.61, 0.88, 6.05], [-3.54, -2.51, -0.14], [-5.18, -3.68, 1.34], [-5.49, -2.85, 3.67], [5.47, 1.23, 0.08], [4.33, 0.33, 0.52], [4.96, -1.08, 1.40], [5.94, -1.76, 0.57], [5.34, -0.66, 2.72], [3.55, -2.18, 1.55], [3.40, -3.07, 0.32], [2.03, -3.55, 0.11], [1.20, -3.13, -0.88], [0.01, -3.71, -0.80], [0.06, -4.52, 0.28], [1.29, -4.45, 0.86], [1.79, -5.20, 1.95], [1.01, -5.94, 2.52], [2.97, -5.08, 2.26], [1.56, -2.13, -1.91], [5.05, 2.04, -0.52], [6.18, 0.68, -0.54], [6.00, 1.65, 0.93], [3.75, -0.03, -0.34], [3.64, 0.81, 1.21], [2.67, -1.56, 1.74], [3.78, -2.77, 2.44], [4.06, -3.93, 0.41], [3.67, -2.52, -0.58], [-0.78, -5.12, 0.61], [2.50, -2.39, -2.40], [1.66, -1.14, -1.46], [0.77, -2.08, -2.64]],
  "multiplicity": 1,
  "orbital_gap_ev": 5.420,
  "charge": -2,
  "lumo_ev": 2.98,
  "e_above_lowest_kcal_mol": 3.52,
  "homo_energy_ev": -2.440
}

Record 2
{
  "formula": "C37H24AuBrF15GeO2SSb2",
  "method": "wB97M-V/def2-TZVPD",
  "symbols": ["Au", "C", "Sb", "C", "C", "C", "C", "C", "C", "C", "C", "C", "Sb", "C", "C", "H", "H", "H", "H", "H", "H", "H", "H", "H", "H", "H", "H", "H", "H", "H", "H", "H", "H", "H", "H", "Br", "C", "C", "C", "C", "C", "C", "C", "O", "O", "H", "H", "H", "H", "F", "C", "C", "C", "F", "C", "F", "C", "F", "C", "F", "Ge", "S", "C", "C", "F", "C", "F", "C", "F", "C", "F", "C", "F", "C", "C", "F", "C", "F", "C", "F", "C", "F", "C", "F"],
  "xyz": [[0.75, 0.34, -0.29], [0.85, -0.38, 3.82], [-0.31, 0.69, 2.41], [-0.59, 2.56, 3.35], [-2.24, -0.21, 2.73], [-2.24, -1.71, 2.69], [-2.21, -2.42, 3.90], [-2.29, -3.80, 3.93], [-2.42, -4.50, 2.74], [-2.43, -3.82, 1.54], [-2.33, -2.43, 1.49], [-2.33, -1.73, 0.16], [-0.55, -2.03, -1.00], [-0.32, -4.13, -1.17], [-1.30, -1.66, -2.95], [0.73, -1.45, 3.65], [0.47, -0.11, 4.81], [1.90, -0.11, 3.73], [-0.85, 2.35, 4.39], [-1.39, 3.07, 2.84], [0.33, 3.15, 3.31], [-2.90, 0.26, 2.01], [-2.49, 0.14, 3.74], [-2.15, -1.87, 4.83], [-2.28, -4.32, 4.88], [-2.52, -5.58, 2.75], [-2.55, -4.37, 0.62], [-2.43, -0.65, 0.23], [-3.11, -2.12, -0.50], [-1.29, -4.51, -1.49], [-0.02, -4.58, -0.23], [0.43, -4.33, -1.94], [-2.06, -2.41, -3.17], [-0.49, -1.74, -3.67], [-1.72, -0.66, -2.99], [-3.65, 6.86, -1.21], [-3.31, 5.12, -1.85], [-3.73, 4.76, -3.12], [-3.47, 3.48, -3.58], [-2.77, 2.58, -2.80], [-2.36, 2.95, -1.52], [-2.64, 4.22, -1.04], [-1.60, 2.01, -0.65], [-0.87, 1.14, -1.28], [-1.68, 2.09, 0.58], [-4.26, 5.47, -3.73], [-3.81, 3.19, -4.57], [-2.55, 1.59, -3.17], [-2.33, 4.50, -0.04], [4.64, 2.45, 0.11], [5.67, 1.69, 0.53], [5.71, 0.35, 0.19], [6.75, -0.40, 0.70], [6.81, -1.72, 0.48], [7.75, 0.16, 1.46], [8.75, -0.57, 1.93], [7.70, 1.51, 1.76], [8.64, 2.07, 2.51], [6.65, 2.29, 1.30], [6.59, 3.58, 1.60], [4.20, -0.38, -0.79], [2.64, -0.31, 0.80], [3.83, 0.59, -2.46], [4.63, 1.58, -2.99], [5.73, 1.99, -2.36], [4.34, 2.18, -4.21], [5.12, 3.14, -4.69], [3.24, 1.77, -4.93], [2.96, 2.33, -6.10], [2.43, 0.75, -4.45], [1.39, 0.33, -5.15], [2.75, 0.19, -3.23], [1.96, -0.82, -2.79], [4.56, -2.17, -1.51], [5.74, -2.34, -2.23], [6.59, -1.32, -2.34], [6.05, -3.52, -2.87], [7.19, -3.66, -3.54], [5.15, -4.57, -2.82], [5.42, -5.71, -3.45], [3.96, -4.43, -2.14], [3.07, -5.42, -2.12], [3.69, -3.23, -1.49], [2.51, -3.14, -0.84]],
  "multiplicity": 1,
  "orbital_gap_ev": 5.028,
  "charge": 1,
  "lumo_ev": -5.79,
  "e_above_lowest_kcal_mol": 0.00,
  "homo_energy_ev": -10.822
}

Record 3
{
  "formula": "C3H11O3",
  "method": "wB97M-V/def2-TZVPD",
  "symbols": ["C", "O", "C", "C", "H", "H", "H", "H", "H", "H", "H", "H", "H", "O", "H", "H", "O"],
  "xyz": [[0.18, -0.22, -0.44], [0.74, -0.70, 0.70], [-0.53, 1.15, -0.27], [-0.90, 1.79, -1.60], [-0.62, -0.90, -0.82], [0.89, -0.10, -1.27], [0.17, 1.78, 0.28], [-1.44, 1.02, 0.31], [-1.01, 2.88, -1.54], [-1.86, 1.39, -1.97], [-0.18, 1.60, -2.39], [-1.77, -1.55, 1.55], [-0.45, -0.90, 1.87], [-1.28, -1.26, 2.32], [3.00, -2.34, 0.47], [2.11, -1.57, 1.40], [2.96, -2.07, 1.39]],
  "multiplicity": 1,
  "orbital_gap_ev": 7.654,
  "charge": -1,
  "lumo_ev": 4.03,
  "e_above_lowest_kcal_mol": 5.42,
  "homo_energy_ev": -3.623
}

Record 4
{
  "formula": "C4H11N2O",
  "method": "wB97M-V/def2-TZVPD",
  "symbols": ["O", "C", "C", "C", "C", "N", "N", "H", "H", "H", "H", "H", "H", "H", "H", "H", "H", "H"],
  "xyz": [[-2.37, -1.11, -1.78], [-1.27, -1.41, -1.40], [-0.77, -0.72, -0.20], [0.81, -0.84, 0.10], [1.35, 0.34, 0.99], [1.39, 1.64, 0.34], [-1.41, 0.65, -0.14], [-0.67, -2.22, -1.87], [-1.05, -1.30, 0.71], [0.89, -1.74, 0.73], [1.38, -1.16, -0.78], [0.57, 0.54, 1.79], [2.33, 0.15, 1.43], [2.16, 1.72, -0.35], [-0.60, 1.25, -0.36], [1.22, 2.47, 0.92], [-2.14, 0.74, -0.86], [-1.82, 1.00, 0.73]],
  "multiplicity": 2,
  "orbital_gap_ev": [10.731, 5.049],
  "charge": 2,
  "lumo_ev": [-8.05, -13.71],
  "e_above_lowest_kcal_mol": 50.75,
  "homo_energy_ev": [-18.777, -18.759]
}

Record 5
{
  "formula": "C37H57BN8O",
  "method": "wB97M-V/def2-TZVPD",
  "symbols": ["C", "C", "C", "C", "C", "C", "N", "O", "C", "C", "C", "H", "H", "H", "H", "H", "H", "H", "H", "H", "H", "H", "H", "H", "H", "H", "H", "H", "H", "B", "H", "H", "H", "H", "N", "C", "C", "C", "C", "H", "H", "H", "H", "H", "N", "C", "C", "C", "C", "H", "H", "H", "H", "H", "N", "C", "C", "C", "C", "H", "H", "H", "H", "H", "N", "C", "C", "C", "C", "H", "H", "H", "H", "H", "N", "C", "C", "C", "C", "H", "H", "H", "H", "H", "N", "C", "C", "C", "C", "H", "H", "H", "H", "H", "N", "C", "C", "C", "C", "H", "H", "H", "H", "H"],
  "xyz": [[-3.89, 3.29, 0.26], [-2.70, 3.39, -0.75], [-3.06, 2.33, -1.83], [-2.23, 2.53, -3.06], [-2.48, 3.87, -3.65], [-2.17, 5.03, -2.67], [-2.57, 4.73, -1.26], [-2.51, 5.68, -0.45], [-2.88, 6.32, -3.18], [-0.66, 5.30, -2.65], [-1.45, 3.05, 0.06], [-4.13, 2.46, 0.83], [-4.89, 3.35, -0.09], [-3.57, 3.98, 1.08], [-4.21, 2.20, -2.04], [-2.96, 1.44, -1.20], [-2.44, 1.75, -4.02], [-1.19, 2.23, -2.93], [-3.67, 3.88, -3.84], [-1.97, 4.03, -4.67], [-2.53, 7.17, -2.70], [-4.01, 6.12, -3.09], [-2.66, 6.44, -4.21], [-0.58, 5.74, -3.75], [0.21, 4.55, -2.52], [-0.34, 6.03, -1.92], [-1.17, 3.77, 0.92], [-0.52, 2.71, -0.65], [-1.42, 2.15, 0.96], [0.84, -0.16, -0.52], [0.94, 0.35, -1.60], [1.16, 0.78, 0.21], [-0.23, -0.42, -0.35], [1.54, -1.15, -0.37], [6.02, -2.46, 2.35], [5.08, -1.42, 2.18], [4.94, -1.21, 0.71], [5.94, -2.04, 0.01], [6.53, -2.84, 1.05], [6.54, -2.66, 3.07], [4.57, -0.93, 2.92], [4.29, -0.51, 0.10], [6.12, -2.31, -0.94], [7.27, -3.59, 0.92], [3.56, -3.46, 0.33], [2.49, -3.82, -0.42], [2.37, -5.32, -0.43], [3.30, -5.69, 0.71], [4.16, -4.51, 1.09], [3.79, -2.55, 0.63], [1.90, -2.96, -0.66], [1.62, -5.86, -1.12], [3.50, -6.70, 1.24], [4.81, -4.17, 1.90], [-4.57, -1.60, -4.22], [-5.63, -1.71, -3.32], [-5.05, -1.27, -1.93], [-3.64, -0.90, -2.23], [-3.38, -1.11, -3.72], [-4.89, -1.91, -5.13], [-6.59, -1.96, -3.47], [-5.58, -1.36, -0.93], [-2.88, -0.48, -1.64], [-2.47, -0.84, -4.44], [1.26, -3.88, 2.72], [0.80, -4.85, 3.60], [-0.03, -4.07, 4.54], [-0.07, -2.63, 3.95], [0.87, -2.59, 2.78], [1.95, -4.18, 1.97], [0.92, -6.01, 3.49], [-0.50, -4.35, 5.45], [-0.68, -1.90, 4.19], [0.80, -1.81, 1.95], [-1.53, -3.87, 1.32], [-2.76, -4.54, 1.37], [-3.55, -4.41, 0.30], [-2.72, -3.40, -0.59], [-1.49, -2.96, 0.25], [-0.75, -3.88, 2.02], [-2.85, -5.39, 2.20], [-4.27, -5.03, 0.05], [-2.95, -2.76, -1.39], [-0.79, -2.21, 0.08], [3.51, 2.25, -0.78], [4.46, 1.94, -1.68], [5.50, 3.06, -1.80], [5.25, 3.91, -0.64], [3.91, 3.38, -0.05], [2.63, 1.60, -0.78], [4.24, 1.11, -2.04], [6.37, 3.08, -2.54], [6.02, 4.82, -0.15], [3.32, 3.66, 0.83], [-0.47, 0.44, 2.89], [-1.76, 0.85, 3.49], [-1.47, 1.25, 4.92], [0.01, 1.16, 5.17], [0.63, 0.72, 3.85], [-0.51, 0.24, 1.96], [-2.91, 0.86, 3.14], [-2.29, 1.67, 5.61], [0.51, 1.61, 5.99], [1.72, 0.32, 3.40]],
  "multiplicity": 1,
  "orbital_gap_ev": 2.513,
  "charge": 0,
  "lumo_ev": -4.26,
  "e_above_lowest_kcal_mol": 73.49,
  "homo_energy_ev": -6.769
}

Record 6
{
  "formula": "C4H7F3N3S",
  "method": "wB97M-V/def2-TZVPD",
  "symbols": ["C", "C", "C", "C", "N", "N", "N", "F", "F", "F", "S", "H", "H", "H", "H", "H", "H", "H"],
  "xyz": [[1.08, 0.99, 1.59], [0.59, 0.11, -0.43], [-0.07, -2.10, -1.45], [-1.66, 0.60, 0.25], [1.34, 2.04, 0.82], [0.74, -0.05, 0.90], [0.33, -0.75, -1.44], [-2.60, 1.41, -0.22], [-2.16, -0.55, 0.66], [-1.30, 1.26, 1.51], [1.21, 1.72, -0.76], [0.76, 0.97, 2.64], [-0.37, -2.33, -2.45], [0.71, -2.84, -1.12], [-0.96, -2.18, -0.79], [1.91, 2.77, 1.19], [0.24, -0.80, 1.44], [0.23, -0.25, -2.35]],
  "multiplicity": 1,
  "orbital_gap_ev": [6.845, 6.850],
  "charge": 1,
  "lumo_ev": [-4.83, -4.83],
  "e_above_lowest_kcal_mol": 95.69,
  "homo_energy_ev": [-11.675, -11.679]
}

Record 7
{
  "formula": "C19H40NNdP3Se",
  "method": "wB97M-V/def2-TZVPD",
  "symbols": ["Nd", "P", "P", "P", "H", "C", "C", "H", "C", "C", "C", "C", "C", "C", "C", "C", "C", "H", "H", "H", "H", "H", "H", "H", "H", "H", "H", "H", "H", "H", "H", "H", "H", "H", "H", "H", "H", "H", "H", "H", "H", "H", "H", "H", "H", "H", "C", "C", "C", "C", "C", "C", "Se", "H", "H", "H", "H", "H", "H", "C", "C", "N", "H", "H", "H"],
  "xyz": [[-0.49, -0.13, -0.43], [-1.24, -1.22, 2.40], [-1.08, 2.50, 0.78], [1.87, 0.13, 1.37], [0.22, -2.51, -2.47], [0.77, -2.50, -1.52], [0.19, -2.95, -0.38], [-0.89, -3.17, -0.33], [-2.86, -2.09, 2.52], [-1.45, -0.06, 3.81], [-0.19, -2.51, 3.19], [-0.69, 3.82, -0.45], [-2.87, 2.80, 1.00], [-0.42, 3.29, 2.30], [2.95, -1.35, 1.28], [2.07, 0.62, 3.12], [2.93, 1.39, 0.54], [1.84, -2.26, -1.58], [0.77, -3.25, 0.50], [-2.92, -2.87, 1.76], [-3.69, -1.38, 2.36], [-2.96, -2.54, 3.51], [-2.18, 0.71, 3.55], [-0.50, 0.42, 4.05], [-1.81, -0.62, 4.68], [-0.07, -3.35, 2.50], [-0.68, -2.85, 4.11], [0.80, -2.12, 3.44], [-1.13, 4.77, -0.11], [-1.10, 3.54, -1.43], [0.40, 3.93, -0.55], [-3.08, 3.87, 0.93], [-3.20, 2.43, 1.98], [-3.43, 2.26, 0.22], [-0.79, 4.33, 2.36], [0.68, 3.31, 2.27], [-0.74, 2.74, 3.19], [4.00, -1.04, 1.32], [2.76, -1.90, 0.35], [2.73, -2.02, 2.12], [3.12, 0.87, 3.32], [1.78, -0.20, 3.79], [1.45, 1.49, 3.35], [3.96, 1.29, 0.92], [2.55, 2.40, 0.76], [2.91, 1.24, -0.55], [1.70, 0.30, -4.22], [1.81, -1.06, -4.53], [2.49, -1.47, -5.68], [3.09, -0.52, -6.52], [3.04, 0.85, -6.18], [2.33, 1.25, -5.04], [0.72, 1.02, -2.65], [-0.60, 0.21, -2.83], [1.35, -1.80, -3.88], [2.57, -2.53, -5.92], [3.61, -0.83, -7.42], [3.54, 1.59, -6.80], [2.27, 2.31, -4.78], [-5.13, -1.65, -0.55], [-3.86, -0.99, -0.60], [-2.80, -0.48, -0.62], [-5.76, -1.33, -1.39], [-5.66, -1.38, 0.37], [-4.98, -2.74, -0.62]],
  "multiplicity": 4,
  "orbital_gap_ev": [6.881, 7.069],
  "charge": 3,
  "lumo_ev": [-10.15, -9.97],
  "e_above_lowest_kcal_mol": 0.00,
  "homo_energy_ev": [-17.035, -17.036]
}

- The highest multiplicity belongs to which entry?
  C19H40NNdP3Se

- Look up the multiplicity of the sixth one.
  1

What did the sixth record say?
{
  "formula": "C4H7F3N3S",
  "method": "wB97M-V/def2-TZVPD",
  "symbols": ["C", "C", "C", "C", "N", "N", "N", "F", "F", "F", "S", "H", "H", "H", "H", "H", "H", "H"],
  "xyz": [[1.08, 0.99, 1.59], [0.59, 0.11, -0.43], [-0.07, -2.10, -1.45], [-1.66, 0.60, 0.25], [1.34, 2.04, 0.82], [0.74, -0.05, 0.90], [0.33, -0.75, -1.44], [-2.60, 1.41, -0.22], [-2.16, -0.55, 0.66], [-1.30, 1.26, 1.51], [1.21, 1.72, -0.76], [0.76, 0.97, 2.64], [-0.37, -2.33, -2.45], [0.71, -2.84, -1.12], [-0.96, -2.18, -0.79], [1.91, 2.77, 1.19], [0.24, -0.80, 1.44], [0.23, -0.25, -2.35]],
  "multiplicity": 1,
  "orbital_gap_ev": [6.845, 6.850],
  "charge": 1,
  "lumo_ev": [-4.83, -4.83],
  "e_above_lowest_kcal_mol": 95.69,
  "homo_energy_ev": [-11.675, -11.679]
}